No. 1
The following is a quantum chemistry calculation of 5 unconnected molecules or ions with the total composition H8NO7, from the OMol25 dataset.

Geometry as XYZ:
```
16
Properties=species:S:1:pos:R:3:forces:R:3:mulliken_charge:R:1
N -0.1451 -0.3834 0.1343 0.37 -1.43 1.05 1.02
O 0.5713 -0.7201 -0.8301 0.21 -0.37 -1.01 -0.75
O -1.0436 -1.1446 0.5240 -0.52 0.23 -0.44 -0.65
O 0.1643 0.6130 0.7782 -0.26 1.45 0.29 -0.59
O -2.9227 -1.2203 2.7711 -0.45 0.07 0.65 -0.61
H -3.2760 -0.9143 1.9357 0.30 0.10 -0.35 0.30
H -2.9704 -2.1748 2.7166 0.14 -0.17 -0.12 0.29
O 3.2391 -0.5011 0.5510 0.77 -0.06 0.42 -0.66
H 3.2108 -1.3674 0.9573 -0.09 -0.14 0.09 0.27
H 2.4089 -0.4296 0.0801 -0.52 0.09 -0.35 0.40
O 2.3465 0.9797 -1.8898 0.84 0.79 -0.80 -0.70
H 1.6226 0.4724 -1.5226 -0.84 -0.62 0.35 0.41
H 2.3088 1.8187 -1.4307 0.02 0.09 0.17 0.28
O -2.0001 1.3925 -1.8288 -0.37 0.03 -0.30 -0.64
H -2.0069 1.4041 -0.8717 0.16 -0.15 0.38 0.31
H -1.5075 2.1754 -2.0748 0.23 0.09 -0.03 0.30
```
Positions in Å, forces in eV/Å.

Properties
Total energy: -586.1907 a.u.
LUMO energy: 3.7 eV
Total charge: -1

***

No. 2
The following is a quantum chemistry calculation of 5 unconnected molecules or ions with the total composition C23H42O8, from the OMol25 dataset.

Geometry as XYZ:
```
73
Properties=species:S:1:pos:R:3:forces:R:3:mulliken_charge:R:1
C -4.6392 2.2319 0.1616 0.53 0.00 -0.24 -0.91
C -3.9465 1.3885 -0.8725 0.46 0.08 -0.44 0.72
O -3.1773 1.8452 -1.6758 -0.45 -0.23 0.16 -0.53
O -4.2552 0.0592 -0.9108 0.34 0.16 -0.02 -0.37
C -4.2722 -0.6067 0.3467 -0.42 -0.59 -0.36 -1.05
C -2.9738 -0.5561 1.0684 0.39 -0.24 1.14 0.61
C -2.9785 -0.6706 2.5855 1.44 0.41 -0.13 -0.66
C -1.4339 -0.7014 2.7635 -0.77 0.27 -0.73 -0.26
C -0.9438 -1.3128 1.4506 1.52 -0.58 -0.06 0.50
O 0.1950 -1.4863 1.0616 -2.04 0.03 0.70 -0.58
O -2.0623 -1.6124 0.7080 0.61 0.31 -0.85 -0.43
H -4.2012 3.2114 0.0792 -0.05 0.43 -0.03 0.33
H -5.6973 2.2706 -0.0522 -0.35 -0.05 0.12 0.31
H -4.4499 1.8759 1.1632 -0.20 -0.18 0.31 0.29
H -5.0834 -0.2549 0.9698 -0.16 0.31 0.26 0.38
H -4.4933 -1.6424 0.1287 -0.08 -0.29 -0.17 0.42
H -2.4116 0.3632 0.8982 -0.44 0.48 -0.57 0.21
H -3.4192 -1.5736 2.9747 -0.50 -0.16 0.04 0.32
H -3.3234 0.2502 3.0321 -0.66 -0.03 0.36 0.30
H -1.1506 0.3447 2.7568 0.60 0.19 0.18 0.28
H -1.0784 -1.1957 3.6459 0.27 -0.29 0.27 0.13
C -0.1245 0.2108 -3.1726 -0.01 -0.08 -0.06 -0.27
C 0.7239 -0.6917 -2.2812 0.00 0.10 0.06 -0.35
C 2.0162 -0.7870 -3.0768 -0.02 -0.07 -0.15 0.08
O 2.1508 0.4489 -3.7851 -0.08 0.00 0.02 -0.46
C 0.9206 1.1756 -3.7119 0.06 0.06 0.11 -0.05
H -0.9340 0.7140 -2.6476 -0.03 0.01 0.01 0.07
H -0.5586 -0.3706 -3.9898 0.00 0.01 0.00 0.31
H 0.9100 -0.2051 -1.3218 -0.01 -0.04 0.02 0.11
H 0.2732 -1.6624 -2.0839 0.00 0.00 0.03 0.39
H 1.9755 -1.6009 -3.8099 0.00 -0.05 0.05 0.31
H 2.8928 -0.9359 -2.4456 0.03 0.04 -0.02 -0.33
H 1.0637 2.0244 -3.0329 -0.08 0.03 -0.02 0.07
H 0.6682 1.5619 -4.7008 0.09 0.00 -0.03 0.12
C -1.3639 5.7903 -5.3115 0.04 -0.01 -0.10 -0.62
C -0.7044 4.5215 -4.7775 -0.05 0.03 0.14 -0.30
C 0.7515 4.9517 -4.6788 0.10 0.02 -0.12 -0.34
O 0.7441 6.3547 -4.4002 -0.09 -0.02 -0.01 -0.43
C -0.5725 6.8752 -4.5927 0.00 -0.04 0.12 -0.45
H -2.4332 5.8468 -5.1140 0.00 -0.01 0.02 0.35
H -1.2117 5.8655 -6.3906 -0.01 0.01 0.00 0.28
H -1.0941 4.2849 -3.7845 -0.01 -0.03 -0.02 0.16
H -0.8450 3.6497 -5.4141 0.00 0.01 -0.02 0.33
H 1.2789 4.7913 -5.6255 -0.01 -0.07 0.01 0.25
H 1.2940 4.4315 -3.8894 0.04 0.05 0.02 0.23
H -1.0060 7.0964 -3.6108 -0.05 0.02 -0.03 0.26
H -0.5112 7.8044 -5.1602 0.05 0.01 0.01 0.29
C 5.3779 -2.0864 -1.3833 -0.05 -0.11 -0.03 -0.52
C 4.7095 -1.7438 -0.0546 0.03 0.10 0.00 -0.30
C 5.4685 -2.6441 0.9105 -0.01 -0.11 -0.05 -0.48
O 6.7883 -2.7879 0.3787 -0.04 0.01 -0.02 -0.40
C 6.8260 -2.2880 -0.9605 0.02 0.12 0.09 -0.49
H 5.2639 -1.3164 -2.1446 0.02 0.02 0.00 0.38
H 4.9682 -3.0194 -1.7776 0.00 0.01 -0.01 0.24
H 4.8838 -0.6937 0.1911 -0.01 0.00 0.01 0.21
H 3.6349 -1.9211 -0.0410 0.00 -0.02 0.00 0.24
H 5.0089 -3.6366 0.9713 -0.05 0.03 0.02 0.28
H 5.5315 -2.2304 1.9175 0.05 -0.01 0.01 0.28
H 7.3742 -1.3395 -0.9613 -0.01 0.00 -0.06 0.27
H 7.3608 -2.9963 -1.5938 0.02 -0.04 0.05 0.29
C -1.4315 -4.4751 6.8268 0.09 -0.06 -0.06 -0.58
C -0.4588 -3.4680 7.4335 -0.10 0.07 0.06 -0.57
C -0.1104 -2.6084 6.2273 0.08 -0.06 -0.08 -0.51
O -1.2698 -2.6080 5.3835 0.00 -0.07 0.11 -0.29
C -2.1893 -3.6113 5.8295 -0.07 0.09 0.04 -0.45
H -2.0865 -4.9482 7.5561 -0.01 0.02 0.02 0.33
H -0.8803 -5.2594 6.3038 -0.01 0.00 0.00 0.28
H -0.9667 -2.8672 8.1911 0.01 0.01 0.00 0.27
H 0.4168 -3.9235 7.8919 0.01 -0.02 -0.02 0.33
H 0.7271 -3.0323 5.6642 0.02 0.01 0.04 0.32
H 0.1376 -1.5810 6.4952 -0.04 0.03 -0.04 0.29
H -3.0425 -3.1135 6.3028 -0.02 -0.05 0.01 0.27
H -2.5506 -4.1741 4.9682 0.02 0.04 -0.05 0.27
```
Positions in Å, forces in eV/Å.

Properties
Structure (SMILES): CC(=O)OC[C@H]1CCC(=O)O1.C1CCOC1.C1CCOC1.C1CCOC1.C1CCOC1
Total energy: -1503.4182 a.u.
LUMO energy: 0.4 eV

***

Q: The lowest LUMO energy belongs to which entry?
A: C23H42O8